The following is a DFT calculation (the ωB97M-V functional and the def2-TZVPD basis) of a 2-piece molecular cluster, C4H11NO2 overall.

As for the structure (SMILES): CC(=O)N(C)C.O. Its largest force on an atom is 1.599 eV/A. For the energy above the lowest of the compared OMol25 structures with the same formula, charge and spin, the calculation gives 0.709 eV. As for the LUMO energy: 0.737 eV. Its HOMO-LUMO gap is 10.2767 eV. As for the total charge: 0.

```
18
Properties=species:S:1:pos:R:3:forces:R:3:nbo_charge:R:1
C 0.844 1.374 0.160 0.70 -0.50 -0.68 -0.73
C 0.144 0.114 -0.302 -0.61 -0.03 0.75 0.69
O 0.685 -0.670 -1.064 0.19 0.34 -0.23 -0.64
N -1.134 -0.111 0.143 0.30 -0.18 -0.68 -0.44
C -1.818 -1.258 -0.477 0.87 0.65 0.37 -0.41
C -1.524 0.212 1.477 -0.42 0.16 1.53 -0.41
H 1.182 1.838 -0.769 -0.14 0.27 0.14 0.25
H 0.313 2.072 0.787 -0.28 0.06 -0.04 0.22
H 1.764 1.063 0.645 0.13 0.03 0.29 0.24
H -2.816 -1.277 -0.057 -0.11 -0.38 -0.13 0.20
H -1.216 -2.154 -0.311 -0.42 -0.23 0.21 0.21
H -1.817 -1.096 -1.546 -0.29 -0.01 -0.25 0.22
H -1.544 -0.669 2.136 -0.08 -0.18 -0.34 0.19
H -0.839 0.868 2.008 0.20 0.18 -0.43 0.21
H -2.510 0.681 1.571 0.01 -0.08 -0.38 0.20
O 3.547 -0.106 -1.805 -0.11 -0.29 0.87 -0.95
H 4.025 -0.776 -1.298 0.28 0.12 -0.37 0.46
H 2.715 -0.106 -1.299 -0.23 0.05 -0.64 0.48
```
Positions in Å, forces in eV/Å.